[1]
Formula: C5H8O2
Source: the Open Molecules 2025 dataset
Level of theory: ωB97M-V/def2-TZVPD

XYZ file:
```
15
Properties=species:S:1:pos:R:3:forces:R:3
O 2.390484 0.000151 -0.201767 -0.14 0.03 -0.02
C 1.363006 0.609111 -0.360415 0.46 0.18 -0.22
O 1.267185 1.921164 -0.046939 -0.06 -0.03 -0.02
C 0.081302 0.008617 -0.843073 -0.78 -0.07 0.39
C -1.017369 0.219608 0.241591 -0.06 -0.50 -0.12
C -2.084113 -0.852938 0.262726 0.16 0.41 -0.10
C -1.964179 -2.033618 0.844388 -0.03 0.10 -0.07
H 2.131943 2.177050 0.312912 -0.09 -0.02 -0.08
H -0.316201 0.427939 -1.766745 0.47 0.17 -0.14
H 0.286861 -1.044668 -1.008807 -0.09 -0.07 0.06
H -0.535983 0.261135 1.215353 -0.01 0.03 0.17
H -1.524440 1.167117 0.070509 0.27 0.18 0.10
H -3.014613 -0.568438 -0.212875 -0.15 -0.17 -0.05
H -1.031678 -2.316398 1.318242 -0.05 -0.12 0.11
H -2.796123 -2.724330 0.858269 0.11 -0.13 0.01
```
Forces are in eV/Å.

## Properties
orbital gap	10.7	eV
spin multiplicity	1
E	-9409.3963	eV
SMILES	C=CCCC(=O)O
energy relative to the best compared isomer or geometry (same formula, charge and spin)	10.1	kcal/mol
HOMO	-9.917	eV
total charge	0

Atomic partial charges in e from the Löwdin method, atoms 1 to 5: number 1, O, carries 0.103; number 2, C, carries -0.543; number 3, O, carries 0.098; number 4, C, carries -0.089; number 5, C, carries -0.190

---

[2]
Formula: C5H8O2
Source: the Open Molecules 2025 dataset
Level of theory: ωB97M-V/def2-TZVPD

XYZ file:
```
15
Properties=species:S:1:pos:R:3:forces:R:3
O 0.650239 2.477422 -0.162750 0.03 0.37 -0.19
C 0.881536 1.358716 0.174293 -0.29 0.27 0.15
O 1.985847 0.684007 -0.281380 0.03 -0.27 0.03
C 0.039013 0.625773 1.182930 0.19 -1.13 -0.04
C -0.166192 -0.861552 0.846128 0.62 0.10 -0.51
C -0.588680 -1.170341 -0.565235 -1.02 0.02 0.14
C -1.027198 -0.314107 -1.480929 0.29 0.22 0.26
H 1.747688 0.237788 -1.105544 0.08 0.00 -0.02
H -0.918607 1.109254 1.289892 -0.13 0.45 0.06
H 0.584534 0.656162 2.130920 -0.15 0.19 0.04
H -0.871344 -1.314271 1.542544 0.03 -0.03 0.10
H 0.798220 -1.369513 0.963370 -0.15 -0.05 0.27
H -0.702772 -2.223195 -0.795721 0.56 -0.18 -0.08
H -1.159156 0.735556 -1.252654 0.20 0.14 -0.16
H -1.253129 -0.631692 -2.485869 -0.28 -0.10 -0.04
```
Forces are in eV/Å.

## Properties
orbital gap	11.0	eV
spin multiplicity	1
E	-9409.0145	eV
SMILES	C=CCCC(=O)O
energy relative to the best compared isomer or geometry (same formula, charge and spin)	18.9	kcal/mol
HOMO	-10.180	eV
total charge	0

Atomic partial charges in e from the Löwdin method, atoms 1 to 5: number 1, O, carries 0.133; number 2, C, carries -0.547; number 3, O, carries 0.069; number 4, C, carries -0.106; number 5, C, carries -0.196

---

[3]
Formula: C5H8O2
Source: the Open Molecules 2025 dataset
Level of theory: ωB97M-V/def2-TZVPD

XYZ file:
```
15
Properties=species:S:1:pos:R:3:forces:R:3
C 1.961469 0.370595 -0.425834 0.02 0.02 0.00
C 0.862072 -0.473357 0.168282 0.11 0.22 -0.25
O 1.125476 -1.819334 0.028885 -0.12 -0.09 0.13
C -0.490578 0.015323 0.321222 -0.17 0.03 -0.19
O 0.352666 -0.089138 1.452640 -0.02 0.02 0.22
C -1.894410 -0.355713 0.069745 -0.09 -0.20 0.03
C -1.401011 1.088824 -0.096692 0.06 0.20 -0.04
H 2.551142 -0.230206 -1.120014 -0.08 0.06 0.06
H 1.541164 1.224308 -0.962999 0.06 -0.08 0.11
H 2.617671 0.746513 0.362254 -0.06 -0.09 -0.05
H 0.462376 -2.295058 0.548415 0.08 0.00 -0.10
H -2.553169 -0.558575 0.909317 0.13 0.05 -0.08
H -2.110823 -0.924881 -0.831637 0.04 0.08 0.15
H -1.312023 1.508832 -1.095450 -0.04 -0.10 0.13
H -1.712023 1.791874 0.671868 0.05 -0.11 -0.11
```
Forces are in eV/Å.

## Properties
orbital gap	10.7	eV
spin multiplicity	1
E	-9407.5571	eV
SMILES	C[C@@]1(O)OC12CC2
energy relative to the best compared isomer or geometry (same formula, charge and spin)	52.5	kcal/mol
HOMO	-9.773	eV
total charge	0

Atomic partial charges in e from the Löwdin method, atoms 1 to 5: number 1, C, carries 0.033; number 2, C, carries -0.507; number 3, O, carries 0.066; number 4, C, carries -0.406; number 5, O, carries 0.081

---

[4]
Formula: C5H8O2
Source: the Open Molecules 2025 dataset
Level of theory: ωB97M-V/def2-TZVPD

XYZ file:
```
15
Properties=species:S:1:pos:R:3:forces:R:3
C 3.129963 1.424049 0.468329 0.78 0.32 0.25
C -0.611423 0.562717 -0.883998 1.20 2.40 -1.23
C 0.010254 -0.721996 -0.592971 3.11 0.18 -0.54
C -0.757721 -0.117359 0.469446 -2.78 -0.07 1.05
C -0.246632 0.576093 1.606487 1.12 1.23 0.58
O 3.908177 0.710849 -0.105212 0.16 -0.71 0.70
O -1.099033 0.861830 2.566308 0.72 -0.29 0.08
H 2.983398 1.536564 1.574676 0.16 -0.57 -0.57
H 0.088794 1.464838 -0.988932 -1.20 -1.45 0.44
H -1.501617 0.640820 -1.525782 0.43 -0.22 0.57
H -0.178048 -1.589175 -1.104602 -1.85 -2.03 -0.88
H 1.097784 -0.811620 -0.526884 -0.07 0.98 0.56
H -1.793480 -0.428413 0.577295 -0.31 -0.55 0.04
H 2.620329 2.123629 -0.155438 -1.19 0.94 -0.33
H -1.963261 0.409807 2.606091 -0.28 -0.16 -0.71
```
Forces are in eV/Å.

## Properties
orbital gap	9.2	eV
spin multiplicity	1
E	-9404.7068	eV
energy relative to the best compared isomer or geometry (same formula, charge and spin)	118.2	kcal/mol
HOMO	-8.481	eV
total charge	0

Atomic partial charges in e from the Löwdin method, atoms 1 to 5: number 1, C, carries -0.163; number 2, C, carries -0.095; number 3, C, carries -0.152; number 4, C, carries -0.338; number 5, C, carries -0.070

---

[5]
Formula: C5H8O2
Source: the Open Molecules 2025 dataset
Level of theory: ωB97M-V/def2-TZVPD

XYZ file:
```
15
Properties=species:S:1:pos:R:3:forces:R:3
C -0.241689 -0.263539 -0.749110 -1.12 -0.32 -0.76
C -0.024077 0.216791 0.655792 -0.35 0.83 -0.12
C 0.548429 -0.810327 -1.735242 -0.03 0.00 2.29
C -0.866515 0.991259 1.432063 1.77 0.02 0.69
C 1.431174 -0.068009 1.176776 -2.44 0.56 -2.80
O -0.004702 -1.084466 -2.923605 -1.03 0.29 -1.89
O -2.232854 1.310538 1.340317 1.93 -0.41 -0.26
H -1.299662 -0.186799 -1.183509 1.29 0.29 0.93
H 1.605409 -1.248704 -1.727821 -1.58 1.08 0.41
H -0.362292 1.518571 2.332946 -1.19 -1.09 -1.41
H 1.536580 -1.117603 0.764785 0.77 1.06 1.34
H 1.374312 0.142729 2.233583 0.87 -0.46 0.22
H 2.001367 0.669381 0.554096 0.32 -0.87 0.96
H -0.856853 -0.598486 -3.115681 1.43 -0.71 0.76
H -2.608627 0.528664 0.944610 -0.64 -0.26 -0.37
```
Forces are in eV/Å.

## Properties
orbital gap	8.5	eV
spin multiplicity	1
E	-9407.0006	eV
SMILES	CC(=C/O)/C=C/O
energy relative to the best compared isomer or geometry (same formula, charge and spin)	65.3	kcal/mol
HOMO	-7.812	eV
total charge	0

Atomic partial charges in e from the Löwdin method, atoms 1 to 5: number 1, C, carries -0.073; number 2, C, carries -0.295; number 3, C, carries -0.218; number 4, C, carries -0.149; number 5, C, carries -0.057

---

[6]
Formula: C5H8O2
Source: the Open Molecules 2025 dataset
Level of theory: ωB97M-V/def2-TZVPD

XYZ file:
```
15
Properties=species:S:1:pos:R:3:forces:R:3
O -0.677572 1.928765 1.608057 -0.92 0.09 0.45
C 0.246150 1.458877 1.048732 0.94 0.42 -0.65
C 0.728828 0.024183 1.215557 -0.10 -0.12 -1.08
C 0.785768 -0.766439 -0.097490 -0.68 0.46 -0.52
C -0.595046 -1.052346 -0.731913 0.52 0.59 0.37
C -1.156461 0.215014 -1.372718 0.28 -0.04 -0.64
O -2.213972 0.652562 -1.074815 -0.64 0.34 0.45
H 0.870069 2.128622 0.403910 -0.07 -0.22 -0.02
H 0.053020 -0.451050 1.907112 0.24 -0.21 0.64
H 1.757857 0.187511 1.525193 0.08 -0.29 0.65
H 1.238187 -1.734145 0.130696 0.02 0.00 0.04
H 1.399775 -0.256748 -0.840510 0.30 -0.11 0.09
H -1.311370 -1.307106 0.043912 -0.15 -0.62 -0.21
H -0.531451 -1.746614 -1.581949 -0.08 -0.15 0.44
H -0.593777 0.718920 -2.183769 0.24 -0.13 0.00
```
Forces are in eV/Å.

## Properties
orbital gap (spin up / spin down)	11.3 / 4.2	eV
spin multiplicity	2
E	-9398.8320	eV
energy relative to the best compared isomer or geometry (same formula, charge and spin)	21.5	kcal/mol
HOMO (spin up / spin down)	-16.214 / -13.995	eV
total charge	+1

Atomic partial charges in e from the Löwdin method, atoms 1 to 5: number 1, O, carries 0.247; number 2, C, carries -0.182; number 3, C, carries -0.088; number 4, C, carries -0.155; number 5, C, carries -0.082

---

[7]
Formula: C5H8O2S
Source: the Open Molecules 2025 dataset
Level of theory: ωB97M-V/def2-TZVPD

XYZ file:
```
16
Properties=species:S:1:pos:R:3:forces:R:3
C 0.572924 0.558954 -0.080553 -0.10 -0.64 0.53
C 1.914604 0.163951 -0.308118 -2.03 -0.88 -1.12
C -0.352624 -0.383809 -0.410602 -0.36 -0.03 -0.61
C -2.468775 -0.133963 0.984381 1.85 3.41 -0.29
C -1.827858 -0.013954 -0.391550 -1.03 -1.24 -1.93
O 4.407990 -0.958303 -0.585417 0.11 -0.41 -0.40
O 2.877093 0.840608 0.124719 1.65 2.84 1.68
S 4.422999 0.408431 -0.050822 1.13 0.03 0.25
H 0.320349 1.509277 0.464855 0.34 -0.94 -0.87
H 2.227379 -0.596101 -0.999540 -0.51 -0.81 -0.02
H 0.062242 -1.362558 -0.772111 -0.83 0.95 0.29
H -3.512845 -0.125960 0.960724 -1.67 0.54 -0.11
H -2.029138 0.711727 1.574655 -0.86 -0.63 -0.01
H -2.212951 -0.991327 1.486378 0.95 -2.29 0.93
H -1.848616 0.960626 -0.920728 -0.36 0.01 1.09
H -2.552770 -0.587593 -1.076276 1.72 0.08 0.58
```
Forces are in eV/Å.

## Properties
orbital gap (spin up / spin down)	8.1 / 6.2	eV
spin multiplicity	1
E	-20241.2144	eV
energy relative to the best compared isomer or geometry (same formula, charge and spin)	85.6	kcal/mol
HOMO (spin up / spin down)	-8.001 / -6.950	eV
total charge	0

Atomic partial charges in e from the Löwdin method, atoms 1 to 5: number 1, C, carries -0.070; number 2, C, carries -0.256; number 3, C, carries -0.096; number 4, C, carries -0.104; number 5, C, carries -0.266

---

[8]
Formula: C5H8O3
Source: the Open Molecules 2025 dataset
Level of theory: ωB97M-V/def2-TZVPD

XYZ file:
```
16
Properties=species:S:1:pos:R:3:forces:R:3
C -0.783194 -0.314432 0.763732 -0.17 -1.69 0.02
C -0.900235 -1.094047 -0.659195 -0.01 0.64 0.74
C 0.610250 -0.919946 -0.822198 0.25 1.03 -1.81
C 0.600478 0.171352 0.268432 2.35 -1.30 1.97
C 0.595838 1.527887 -0.244441 -0.03 1.64 -0.60
H -1.958801 1.186873 0.500846 -0.09 0.14 -0.15
H -0.484055 -1.035635 1.605451 -0.91 0.98 -1.13
H -1.400670 -0.467764 -1.396393 -0.36 -0.17 0.20
H -1.189569 -2.140812 -0.723161 -0.55 0.19 0.31
H 0.946320 -0.470769 -1.824971 -0.42 -1.02 1.32
H 1.135185 -1.863284 -0.614958 0.24 0.78 0.32
H 1.926809 0.704519 1.725007 -0.39 0.15 -0.15
H 1.349033 2.355664 -0.060282 0.00 -1.16 0.33
O -1.788677 0.579664 1.227896 1.07 -0.93 -0.38
O 1.686998 -0.047623 1.172304 0.15 -0.25 0.08
O -0.345708 1.828349 -0.918072 -1.13 0.97 -1.06
```
Forces are in eV/Å.

## Properties
orbital gap	10.5	eV
spin multiplicity	1
E	-11455.2631	eV
SMILES	O=C[C@]1(O)CC[C@@H]1O
energy relative to the best compared isomer or geometry (same formula, charge and spin)	52.0	kcal/mol
HOMO	-9.878	eV
total charge	0

Atomic partial charges in e from the Löwdin method, atoms 1 to 5: number 1, C, carries -0.235; number 2, C, carries -0.085; number 3, C, carries -0.091; number 4, C, carries -0.470; number 5, C, carries -0.177